1.
Entry from OMol25: C17H17BrTi as an isolated structure (the ωB97M-V functional and the def2-TZVPD basis).

Structure (XYZ):
```
36
Properties=species:S:1:pos:R:3:lowdin_charge:R:1
C -3.7536 2.3357 3.4023 -0.117
C -2.1972 2.4265 5.2636 -0.144
H -0.2925 1.5831 4.9199 0.089
H 2.5293 2.8586 1.0647 0.076
C 2.1235 -0.4124 0.2984 -0.160
C -1.6393 -2.2956 0.0164 -0.253
H 1.5857 -0.3783 -1.8456 0.096
C 2.4006 0.5929 1.2719 -0.259
C 1.8322 0.1908 -0.9322 -0.162
H -1.5577 -2.9188 0.9072 0.051
C -2.8028 1.5933 2.6712 -0.082
H -4.1173 3.5508 5.1677 0.080
C 1.9673 1.5783 -0.7863 -0.262
C -0.4563 0.3419 2.6396 -0.209
H -4.7244 2.5656 2.9266 0.089
H 0.2761 -2.7906 -1.1202 0.062
C -3.4211 2.8155 4.6899 -0.160
H -0.7144 -1.1700 -3.0008 0.052
H -3.4715 -1.1081 0.4492 0.058
H 0.5253 0.2330 3.2260 0.015
Br -0.9213 3.1263 -0.2978 0.022
C 2.3539 1.8820 0.6086 -0.364
C -2.6370 -1.3388 -0.2248 -0.240
C -1.5613 1.2370 3.2392 -0.339
C -0.7405 -2.3001 -1.0912 -0.242
H -0.8103 -0.6888 2.0652 0.079
C -1.2584 -1.3982 -2.0666 -0.243
H -2.9513 0.0621 -1.9566 0.052
Ti 0.4049 1.6610 0.9514 0.351
C -2.3853 -0.7539 -1.4959 -0.225
H 1.9533 2.2766 -1.6061 0.075
H 2.5970 0.3553 2.3112 0.077
H -2.0123 2.7604 6.2853 0.078
C -1.2790 1.7258 4.5135 -0.119
H -2.9205 1.2538 1.6392 0.087
H 2.2790 -1.4958 0.3470 0.093
```

Calculated values
total energy: -111059.3132 eV
spin multiplicity: 3
charge: -2
frontier orbital gap (spin up / spin down): 0.1667 / 0.1771 Eh
molar mass: 349.094 g mol⁻¹


2.
Entry from OMol25: C28H40F6N8O5P2S7Ti as an isolated structure (the ωB97M-V functional and the def2-TZVPD basis).

Structure (XYZ):
```
97
Properties=species:S:1:pos:R:3:lowdin_charge:R:1
S 1.7763 2.1344 3.0408 0.714
H -1.0972 5.8111 1.9478 0.012
S 3.4068 0.2623 1.7805 0.649
H 2.2032 -2.3165 3.0133 0.066
C -3.3086 1.3622 -3.8766 -0.080
H -3.2738 -4.2313 -1.0078 0.092
O 0.5866 1.4479 2.4294 -0.433
H -0.5041 -6.1230 -1.0698 0.084
H 2.5194 5.5595 -4.8877 0.103
F 2.8214 4.6848 2.4804 0.127
H 0.3209 1.8876 -5.2986 0.093
C -3.0745 0.9406 3.7876 -0.383
H -2.0534 -5.7915 -1.8402 0.092
H -0.5863 6.3712 -0.0327 0.002
N 3.1453 1.6086 2.4714 -0.297
C -1.0599 0.5394 -3.4118 -0.451
C -2.9849 0.7538 1.3572 -0.633
C -2.0107 6.4119 2.1276 -0.424
H 1.6030 -5.3059 2.9818 0.078
H -1.7213 2.5460 -2.9145 0.122
H 3.2775 -4.4695 -0.9788 0.091
C -2.5109 -3.4466 -0.7725 -0.103
C 1.6573 4.0014 2.3601 -0.553
H 2.8469 -3.8171 0.5650 0.065
S 1.8854 -0.6213 -2.7822 0.230
C 1.1393 -5.4979 2.0110 -0.103
C -2.6049 -0.7655 -4.7984 -0.077
H -2.6037 0.4483 -0.6054 0.045
H -2.4726 -2.7245 -1.6083 0.087
C 2.2484 4.5746 -4.5135 -0.108
H 1.1845 4.0954 -6.2810 0.096
C -1.0713 7.2753 -0.3636 -0.436
H -1.5211 -4.8981 2.8381 0.089
P 0.0378 -3.6390 0.2082 0.595
F 5.5214 1.5964 0.7175 0.131
H -4.0741 2.1431 -3.7278 0.104
H -1.1541 -3.1964 2.7516 0.069
H 1.9134 -5.5859 1.2545 0.059
H -1.3582 7.2102 -1.4187 0.026
F 0.6257 4.7221 2.8529 0.116
S -0.0623 0.9938 -0.5572 0.320
C 0.9483 2.5792 -4.7929 -0.060
H 2.3666 2.6549 -1.6564 0.077
O 2.1486 -0.3322 1.2489 -0.445
C 0.7473 -1.6604 4.3795 -0.660
C -0.6825 -4.1915 2.7936 -0.091
C 1.1329 -4.2294 -2.2628 -0.111
N -1.2897 -4.1676 -0.5965 -0.317
C -1.2494 -0.8536 5.5113 -0.320
H -2.7706 -2.8776 0.1066 0.070
H 0.5637 -6.4680 2.0394 0.103
N -3.3625 0.6750 0.0567 0.104
H -3.4368 1.1956 4.7838 0.079
H -1.9862 -0.4717 6.2349 0.086
C -1.4875 -5.6141 -0.8999 -0.100
H 1.5081 -3.3549 -2.8398 0.027
H 0.1047 -4.2784 -2.6303 0.069
C -1.2996 -0.7594 4.1529 -0.353
H 1.7242 -5.1499 -2.5989 0.109
N 2.0040 -2.0285 3.9426 0.112
C -2.0248 1.5506 -3.3120 -0.113
S 0.2822 -1.5244 6.0379 1.061
C 4.5312 0.7957 0.2703 -0.617
H 3.4761 4.7611 -2.7721 0.120
C 1.4706 3.7490 -5.3109 -0.091
H -2.8531 -1.6565 -5.3408 0.092
H -4.1597 1.2246 -0.2552 0.103
H -4.5690 0.0240 -5.0844 0.101
C 2.1240 2.9562 -2.6825 -0.098
H -0.0905 -4.2418 3.7107 0.075
O -0.0673 -2.1071 0.4347 -0.390
H -2.0100 -6.0766 -0.0483 0.084
S -3.9242 1.7126 2.5377 1.045
N 0.1869 -4.4537 1.6322 -0.277
F 1.3824 3.9361 1.0528 0.111
C -3.5762 0.2301 -4.6751 -0.092
H -0.4149 8.2149 -0.1904 0.060
C -2.1541 0.0307 3.3460 -0.296
H -1.9747 6.9574 3.0888 0.035
C -1.3516 -0.5953 -4.1626 -0.087
O 4.2086 -0.6888 2.4832 -0.275
C 1.1892 2.2706 -3.4178 -0.388
H -0.6265 -1.3311 -4.3876 0.072
O 1.7282 2.0794 4.4891 -0.276
N -2.0194 -0.0032 1.8890 0.002
Ti 0.0974 -0.3632 1.3798 0.453
F 3.7708 1.4732 -0.6052 0.098
N -0.1485 -1.1795 3.4854 -0.006
F 5.0330 -0.2386 -0.3438 0.174
H 2.8463 -2.7720 -0.8178 0.052
H 2.7066 -2.4307 4.6228 0.139
C 2.6769 4.1339 -3.2725 -0.068
C 2.6074 -3.7622 -0.4848 -0.100
H -2.8408 5.6721 2.2470 0.022
N 1.2161 -4.1689 -0.7811 -0.271
S -2.5342 7.4247 0.6929 0.702
P 0.5093 0.7774 -2.6572 0.192
```

Calculated values
total energy: -185690.6724 eV
spin multiplicity: 3
charge: 0
frontier orbital gap (spin up / spin down): 0.1984 / 0.2671 Eh
molar mass: 1016.951 g mol⁻¹
ΔE to the lowest compared entry with this formula, charge and spin: 113.78 kJ/mol


3.
Entry from OMol25: a 8-piece molecular cluster, C19H24Cl6F4O15 overall (the ωB97M-V functional and the def2-TZVPD basis).

Structure (XYZ):
```
68
Properties=species:S:1:pos:R:3:lowdin_charge:R:1
C -0.7080 -0.5620 -0.3692 -0.025
C -2.3051 4.0959 -2.8337 -0.904
C 4.4472 -2.0021 3.7270 -0.534
H 2.2530 2.9953 -0.7437 0.149
H -7.3881 1.5783 -0.1670 0.156
H 0.2728 -2.8900 2.9102 0.083
O 5.4694 -1.1253 3.7468 0.067
C 3.4002 3.9944 -2.2510 -0.252
Cl -2.5691 0.1610 -3.4402 0.693
C 2.1577 3.7745 -1.4999 -0.150
C -6.5327 0.9481 -0.4105 -0.065
H -2.6173 1.0283 -5.5877 0.035
H -2.4443 3.5071 -1.9270 0.054
O -6.6453 0.4455 -1.7287 0.113
H 1.2434 -5.5377 1.9671 0.156
H -1.6830 -0.1498 -0.1091 0.128
H -0.6154 -6.5301 3.1412 0.131
H -1.2465 4.1298 -3.0913 0.029
O 2.2018 -0.2522 1.5509 0.105
C -5.8221 1.2666 -2.4890 -0.496
H 1.6416 -3.1599 1.8797 0.083
O 4.4168 -2.5674 2.5089 0.114
C 5.2048 -1.8522 1.5772 -0.307
H -5.2472 2.5691 0.2389 0.183
C -0.7448 -5.4700 2.9233 -0.046
F 5.8578 -2.6768 0.7260 0.072
H -1.8245 -0.4983 -5.4625 0.049
O 0.0896 -0.5367 0.8246 0.069
O 1.1393 3.7043 -2.3947 0.048
F -4.1815 0.8935 -0.0778 0.063
H 2.0724 4.6832 -0.9039 0.150
C 0.4242 0.1867 4.4808 -0.984
Cl -2.8088 5.7193 -2.4436 0.678
Cl 0.6130 1.8614 3.9228 0.495
O 1.4345 0.3513 -0.5547 0.128
H 4.1792 4.6388 -1.8435 0.183
O 3.6778 -2.2816 4.6342 0.132
C 0.1231 0.4064 -1.2024 -0.276
F -0.3544 1.6589 -1.0024 0.052
C 1.3265 -0.1278 0.6800 -0.549
H 6.5156 -0.1769 2.1536 0.140
F 3.9324 2.6983 -2.4133 0.039
C -5.2536 1.6955 -0.4129 -0.326
H 0.2091 0.1975 -2.2688 0.107
Cl -0.2691 1.1317 -4.7741 0.624
H 1.0686 -0.3876 3.8151 -0.006
H -0.9376 -1.5277 -0.8197 0.143
O 2.9150 4.5889 -3.4190 0.171
O -5.7963 1.2633 -3.7237 0.138
H 1.6560 -3.8797 3.5295 0.096
C 1.0436 -3.6209 2.6658 -0.021
O -0.1330 -4.4682 0.8811 0.092
H 7.0797 -1.7955 2.6803 0.145
C 6.2094 -1.1676 2.4894 -0.009
H 4.5368 -1.2563 0.9553 0.155
O -1.8269 -5.3427 1.9562 0.039
H -6.4159 0.2003 0.3739 0.158
Cl -3.3317 3.4567 -4.1626 0.850
O -2.1879 -4.5224 -0.1598 0.097
C -1.8909 0.4805 -4.9873 -1.018
H 0.8418 0.1159 5.4851 0.037
O 0.8873 4.4492 -4.5958 0.074
Cl -1.3042 -0.3127 4.4031 0.479
H -0.9229 -4.9283 3.8523 0.133
O -5.1671 2.1046 -1.7058 0.116
C -1.3997 -4.7845 0.7563 -0.509
C 1.6282 4.2667 -3.5716 -0.423
C 0.4054 -4.8559 2.1117 -0.333
```

Calculated values
total energy: -136798.3156 eV
spin multiplicity: 2
charge: +1
frontier orbital gap (spin up / spin down): 0.3491 / 0.0850 Eh
molar mass: 781.096 g mol⁻¹